Record 1
{"formula": "C4H6N2", "method": "ωB97M-V/def2-TZVPD", "symbols": ["C", "C", "N", "C", "C", "N", "H", "H", "H", "H", "H", "H"], "coordinates": [[1.6139, -0.9692, -0.5871], [0.6484, 0.1307, -0.5346], [-0.5753, -0.1505, -0.5725], [-1.3477, 0.8274, 0.1504], [-1.7394, 0.2067, 1.4419], [-2.0502, -0.2857, 2.4433], [1.0559, -1.9021, -0.4660], [2.1253, -0.9232, -1.5382], [2.3163, -0.8439, 0.2431], [0.9667, 1.1682, -0.3671], [-2.1269, 0.9260, -0.5733], [-0.8870, 1.8158, 0.3600]], "lowdin_charge": [-0.07, -0.25, 0.02, -0.24, -0.19, 0.14, 0.09, 0.07, 0.09, 0.12, 0.11, 0.12], "e_tot_ha": -265.466530, "lumo_ev": 0.92, "largest_force_ev_per_a": 1.95, "gap_ev": 11.2, "de_lowest_kcal_mol": 43.3, "homo_ev": -10.2705}

---

Record 2
{"formula": "C4H6N2", "method": "ωB97M-V/def2-TZVPD", "symbols": ["N", "C", "C", "C", "N", "C", "H", "H", "H", "H", "H", "H"], "coordinates": [[1.3662, 0.3874, -1.4990], [0.3974, 0.1257, -0.5286], [-0.9075, 0.6553, -0.3846], [-1.4317, 0.0976, 0.7591], [-0.5133, -0.7489, 1.2917], [0.6112, -0.7614, 0.5011], [2.2559, 0.1808, -1.0753], [1.2823, 1.2735, -1.9858], [-1.3906, 1.3771, -1.0283], [-2.3820, 0.2616, 1.2360], [-0.6454, -1.3156, 2.1106], [1.3575, -1.5332, 0.6030]], "lowdin_charge": [0.07, -0.37, -0.05, -0.15, -0.01, -0.10, 0.08, 0.09, 0.10, 0.10, 0.14, 0.11], "e_tot_ha": -265.515739, "lumo_ev": 1.14, "largest_force_ev_per_a": 0.86, "gap_ev": 8.5, "de_lowest_kcal_mol": 12.4, "homo_ev": -7.3651}

---

Record 3
{"formula": "C4H6N2", "method": "ωB97M-V/def2-TZVPD", "symbols": ["N", "C", "C", "C", "C", "N", "H", "H", "H", "H", "H", "H"], "coordinates": [[-2.4279, -0.5672, -1.4357], [-1.7824, 0.1321, -0.7821], [-0.8900, 0.9143, 0.0668], [0.1827, -0.0624, 0.5570], [0.9349, -0.8997, -0.5152], [1.4677, 0.4799, 0.7164], [-0.4098, 1.7183, -0.5021], [-1.4697, 1.3904, 0.8698], [-0.1727, -0.6869, 1.3858], [1.2679, -0.5923, -1.5262], [1.2058, -1.9836, -0.4524], [1.8787, 0.1898, 1.6165]], "lowdin_charge": [0.15, -0.25, -0.14, -0.52, 0.09, 0.07, 0.12, 0.12, 0.14, 0.08, 0.08, 0.06], "e_tot_ha": -265.413941, "lumo_ev": 0.55, "largest_force_ev_per_a": 2.43, "gap_ev": 10.4, "de_lowest_kcal_mol": 76.3, "homo_ev": -9.8086}

---

Record 4
{"formula": "C4H6N2", "method": "ωB97M-V/def2-TZVPD", "symbols": ["C", "C", "C", "N", "C", "N", "H", "H", "H", "H", "H", "H"], "coordinates": [[1.3923, -0.2708, 0.1698], [-0.0286, 0.2843, 0.2416], [-1.1514, -0.6690, -0.2630], [-0.8349, 0.0271, 1.3189], [-0.1255, 1.6292, -0.3983], [-0.1826, 2.6809, -0.8772], [1.7523, -0.3194, -0.8629], [1.4050, -1.2666, 0.6211], [2.0634, 0.3789, 0.7394], [-1.7620, -0.1692, -1.0139], [-0.7301, -1.6353, -0.5328], [-1.8485, -0.8353, 0.6220]], "lowdin_charge": [-0.03, -0.65, -0.05, 0.13, -0.16, 0.15, 0.09, 0.09, 0.09, 0.12, 0.11, 0.12], "e_tot_ha": -265.373235, "lumo_ev": 0.46, "largest_force_ev_per_a": 1.13, "gap_ev": 9.9, "de_lowest_kcal_mol": 101.9, "homo_ev": -9.3987}

---

Record 5
{"formula": "C4H6N2", "method": "ωB97M-V/def2-TZVPD", "symbols": ["C", "C", "C", "C", "N", "N", "H", "H", "H", "H", "H", "H"], "coordinates": [[-0.5135, 0.1528, 0.3961], [2.0231, -0.0823, -0.2382], [0.3011, -0.7356, 0.8651], [-1.9798, 0.0410, 0.0608], [1.6562, -0.9135, 0.6866], [1.3494, 0.7804, -0.9485], [-2.5554, 0.9310, 0.4730], [-2.2995, -0.9741, 0.4507], [-2.1484, 0.0634, -1.0772], [2.0922, -1.7329, 1.0504], [0.2105, 0.9105, -0.3106], [1.8640, 1.5595, -1.4083]], "lowdin_charge": [-0.20, -0.20, -0.06, -0.12, -0.02, 0.06, 0.08, 0.08, 0.09, 0.13, 0.06, 0.11], "e_tot_ha": -265.328767, "lumo_ev": [0.15, 0.15], "largest_force_ev_per_a": 4.40, "gap_ev": [8.5, 8.5], "de_lowest_kcal_mol": 129.8, "homo_ev": [-8.3198, -8.3186]}

---

Record 6
{"formula": "C4H6N2", "method": "ωB97M-V/def2-TZVPD", "symbols": ["N", "C", "C", "C", "H", "H", "H", "H", "H", "C", "N", "H"], "coordinates": [[-1.7763, -0.0516, 0.3971], [-0.5580, -0.2351, 0.3986], [0.7646, -0.5289, -0.2041], [0.4767, -0.9973, 1.2363], [-2.1504, -0.4154, 1.3795], [1.4678, 0.2110, -0.4499], [0.7396, -1.1389, -1.1357], [0.0482, -1.8722, 1.4579], [1.0661, -0.4231, 2.0246], [-0.0178, 1.9354, -1.7630], [1.0163, 1.9833, -1.2365], [-1.0768, 1.5328, -2.1047]], "lowdin_charge": [0.10, -0.43, -0.13, -0.06, 0.11, 0.03, 0.12, 0.04, 0.13, -0.08, 0.05, 0.12], "e_tot_ha": -265.378409, "lumo_ev": 1.07, "largest_force_ev_per_a": 5.15, "gap_ev": 10.0, "de_lowest_kcal_mol": 98.6, "homo_ev": -8.9783}

---

Record 7
{"formula": "C4H6N2", "method": "ωB97M-V/def2-TZVPD", "symbols": ["C", "C", "C", "C", "N", "N", "H", "H", "H", "H", "H", "H"], "coordinates": [[-1.4836, 0.7489, -0.2456], [-0.2005, 1.1055, -0.5186], [-1.4559, -0.6731, 0.2602], [1.9397, 0.0955, -0.0133], [-0.0370, -0.9008, 0.4540], [0.5580, 0.1038, -0.0744], [-2.3423, 1.5585, -0.2667], [-2.1312, -1.0984, 0.9978], [-1.7788, -1.1377, -0.7018], [2.2944, 0.8162, -0.7298], [2.3880, 0.3407, 0.8902], [2.2492, -0.9590, -0.0522]], "lowdin_charge": [-0.11, -0.15, -0.19, -0.05, 0.10, -0.26, 0.12, 0.11, 0.15, 0.09, 0.08, 0.11], "e_tot_ha": -265.347924, "lumo_ev": -0.54, "largest_force_ev_per_a": 4.21, "gap_ev": 7.3, "de_lowest_kcal_mol": 117.8, "homo_ev": -7.7911}

---

Record 8
{"formula": "C4H6N2", "method": "ωB97M-V/def2-TZVPD", "symbols": ["C", "C", "C", "C", "N", "N", "H", "H", "H", "H", "H", "H"], "coordinates": [[1.0941, 1.0641, 0.0492], [1.4828, -0.0736, -0.5387], [-1.2833, 0.0429, -0.0249], [0.0104, 0.3320, 0.7696], [-0.6655, -1.1574, -0.6019], [0.5792, -0.9239, 0.1622], [1.4243, 2.0835, 0.0656], [2.1979, -0.3847, -1.2745], [-2.1570, -0.1376, 0.6029], [-1.5240, 0.7793, -0.7936], [-0.0772, 0.3989, 1.8513], [-1.0816, -2.0234, -0.2672]], "lowdin_charge": [-0.02, -0.09, -0.15, -0.25, -0.02, -0.07, 0.08, 0.10, 0.10, 0.10, 0.13, 0.10], "e_tot_ha": -265.392645, "lumo_ev": 1.19, "largest_force_ev_per_a": 1.08, "gap_ev": 9.9, "de_lowest_kcal_mol": 89.7, "homo_ev": -8.7300}

---

Record 9
{"formula": "C4H6N2", "method": "ωB97M-V/def2-TZVPD", "symbols": ["N", "C", "C", "C", "N", "C", "H", "H", "H", "H", "H", "H"], "coordinates": [[1.9607, -0.5692, -0.3531], [0.5921, -0.2875, -0.1473], [0.1672, 0.5774, 0.8999], [-1.1626, 0.8426, 0.7148], [-1.5891, 0.1353, -0.3644], [-0.5215, -0.5667, -0.9164], [2.2194, -1.5090, -0.6192], [2.5069, -0.2745, 0.4470], [0.7933, 0.9626, 1.6934], [-1.8074, 1.5364, 1.2339], [-2.5411, 0.1676, -0.6928], [-0.6178, -1.0149, -1.8957]], "lowdin_charge": [0.07, -0.35, -0.07, -0.15, -0.01, -0.08, 0.08, 0.07, 0.10, 0.11, 0.14, 0.10], "e_tot_ha": -265.516653, "lumo_ev": 1.15, "largest_force_ev_per_a": 0.40, "gap_ev": 8.7, "de_lowest_kcal_mol": 11.9, "homo_ev": -7.5500}

---

Record 10
{"formula": "C4H6N2", "method": "ωB97M-V/def2-TZVPD", "symbols": ["N", "C", "C", "C", "C", "N", "H", "H", "H", "H", "H", "H"], "coordinates": [[2.0386, 0.0755, 0.0940], [0.6457, 0.0818, -0.0359], [0.0150, 1.2333, -0.3163], [-1.7319, 0.6447, -0.1974], [-1.5327, -0.6700, 0.0633], [-0.1944, -0.9964, 0.1914], [2.6337, -0.1668, -0.6749], [2.4457, 0.2157, 0.9999], [0.6317, 2.1875, -0.2839], [-2.8465, 0.8759, -0.2815], [-2.2409, -1.5048, 0.1847], [0.1346, -1.9395, 0.2729]], "lowdin_charge": [0.07, -0.49, 0.06, -0.01, -0.23, 0.03, 0.08, 0.08, 0.09, 0.08, 0.11, 0.13], "e_tot_ha": -265.433745, "lumo_ev": 1.00, "largest_force_ev_per_a": 3.97, "gap_ev": 9.4, "de_lowest_kcal_mol": 63.9, "homo_ev": -8.4129}

---

Record 11
{"formula": "C4H6N2", "method": "ωB97M-V/def2-TZVPD", "symbols": ["H", "N", "C", "C", "C", "C", "N", "H", "H", "H", "H", "H"], "coordinates": [[1.5508, -0.3534, 1.6751], [0.5805, -0.3415, 1.3686], [0.4939, -0.0572, 0.1254], [1.6361, 0.2335, -0.8106], [-0.8462, 0.0539, -0.4611], [-1.8654, -0.0845, 0.3678], [-2.7620, -0.0284, 1.1794], [2.5787, 0.3094, -0.2630], [1.7124, -0.5683, -1.5532], [1.4630, 1.1701, -1.3531], [-1.0417, 0.3784, -1.4783], [-3.5002, -0.7120, 1.2029]], "lowdin_charge": [0.04, 0.12, -0.47, -0.05, -0.08, -0.18, 0.19, 0.07, 0.08, 0.08, 0.11, 0.08], "e_tot_ha": -265.470995, "lumo_ev": 0.96, "largest_force_ev_per_a": 0.97, "gap_ev": 9.6, "de_lowest_kcal_mol": 40.5, "homo_ev": -8.6366}

---

Record 12
{"formula": "C4H6N2", "method": "ωB97M-V/def2-TZVPD", "symbols": ["C", "N", "C", "C", "C", "N", "H", "H", "H", "H", "H", "H"], "coordinates": [[-1.1980, 0.4336, 0.9875], [-0.1130, 0.6414, 0.2408], [0.0566, 0.5947, -1.2046], [0.7957, -0.2491, -0.2353], [2.1406, -0.5499, 0.0848], [3.2267, -0.8724, 0.3363], [-1.0430, 0.1767, 2.0329], [-1.1357, -1.2831, 0.4050], [-2.1010, 0.9844, 0.7293], [0.4761, 1.4963, -1.6509], [-0.7384, 0.1025, -1.7753], [-0.3667, -1.4751, 0.0496]], "lowdin_charge": [-0.01, -0.17, -0.05, -0.31, -0.18, 0.13, 0.08, 0.10, 0.08, 0.11, 0.11, 0.11], "e_tot_ha": -265.326840, "lumo_ev": -0.03, "largest_force_ev_per_a": 1.03, "gap_ev": 8.7, "de_lowest_kcal_mol": 131.0, "homo_ev": -8.7341}